(1)
Below is a 2-piece molecular cluster, C18H29N4O overall at a distorted geometry, with properties calculated with ωB97M-V with the def2-TZVPD basis set.

Summary:
- net charge = +1
- energy above the lowest of the compared OMol25 structures with the same formula, charge and spin (kcal per mole) = 44.7
- frontier orbital gap (eV) = 5.4
- HOMO level (eV) = -10.04

The geometry in XYZ format:
```
52
Properties=species:S:1:pos:R:3:forces:R:3:lowdin_charge:R:1
C 5.031767 1.605846 -1.885081 0.372 0.370 -0.155 -0.17
C 3.987535 0.804445 -1.134349 0.288 0.211 0.171 -0.09
N 2.718913 1.557616 -1.180192 -1.733 -1.406 -0.535 -0.06
C 1.567555 0.910161 -1.374816 1.353 0.431 0.099 0.00
C 0.320776 1.552823 -1.337580 -1.384 0.111 -0.181 -0.05
C -0.798084 1.085966 -2.009771 1.230 0.149 0.531 0.04
C -2.041788 1.798069 -2.097606 -1.276 0.664 -0.047 -0.21
C -3.022030 1.417662 -3.058424 0.453 0.140 0.428 -0.01
C -4.214463 2.125883 -3.189303 0.033 0.160 0.155 -0.06
C -4.479136 3.227734 -2.359230 0.428 -0.322 -0.057 -0.04
C -3.529869 3.618479 -1.401009 0.188 -0.245 -0.029 -0.06
C -2.331984 2.915655 -1.264636 -0.152 -0.197 -0.398 -0.01
C 2.773417 3.018321 -1.271556 0.484 0.636 0.069 -0.10
C 4.090555 3.489851 -0.683086 0.497 0.142 0.120 -0.17
O 5.231669 2.905200 -1.319380 -0.556 -0.299 0.034 -0.12
H 6.019608 1.127260 -1.832947 -0.430 -0.060 -0.139 0.14
H 4.719860 1.691333 -2.943096 0.207 0.015 0.291 0.14
H 3.827182 -0.168841 -1.609016 0.065 0.153 0.139 0.14
H 4.312652 0.651823 -0.092255 -0.294 0.075 -0.277 0.15
H 1.645161 -0.163779 -1.584323 -0.023 0.344 0.109 0.15
H 0.241154 2.479896 -0.759099 0.108 -0.336 -0.535 0.10
H -0.710333 0.151453 -2.569051 -0.049 0.190 0.074 0.14
H -2.807368 0.565991 -3.705691 -0.146 0.202 0.140 0.12
H -4.944464 1.824595 -3.943924 0.260 0.083 0.282 0.12
H -5.418473 3.779094 -2.458356 0.376 -0.215 0.027 0.12
H -3.727469 4.476729 -0.755925 0.052 -0.304 -0.195 0.11
H -1.608721 3.221206 -0.506097 -0.343 -0.020 -0.204 0.11
H 2.707366 3.357402 -2.322542 -0.145 -0.449 0.315 0.16
H 1.944138 3.464045 -0.716188 0.242 -0.048 -0.085 0.13
H 4.219945 4.572881 -0.830647 -0.281 -0.365 0.219 0.14
H 4.094374 3.264891 0.399875 0.132 0.120 -0.326 0.14
C 1.119539 -3.590514 2.084295 0.143 -0.084 -0.013 -0.06
N -0.156023 -3.264002 1.497108 0.111 0.066 0.097 -0.15
C -0.115314 -3.199298 0.059221 0.143 -0.184 -0.596 -0.10
C -1.405516 -3.003514 2.010699 -1.443 0.469 -0.620 -0.41
N -2.286015 -2.703958 1.087265 -0.768 0.156 0.888 0.05
N -1.712260 -3.050289 3.346928 0.135 -0.065 0.123 -0.15
C -0.848166 -3.308148 4.476584 -0.119 -0.046 0.329 -0.06
C -3.064184 -2.796087 3.819893 0.050 -0.003 -0.135 -0.05
H 1.117684 -3.578041 3.166964 0.418 -0.048 -0.667 0.04
H 1.439560 -4.584584 1.744944 0.024 0.103 0.100 0.10
H 1.868228 -2.865025 1.739838 0.000 -0.075 0.057 0.09
H -1.139672 -2.946265 -0.246691 0.719 -0.183 -0.317 0.05
H 0.579283 -2.422398 -0.276150 0.218 0.021 -0.014 0.06
H 0.182377 -4.164470 -0.361263 0.151 0.045 -0.027 0.09
H -3.237250 -2.535910 1.402496 0.595 -0.110 0.110 0.02
H 0.176288 -3.502831 4.204095 -0.517 0.044 0.452 0.04
H -0.872033 -2.439648 5.148590 0.084 -0.153 0.005 0.10
H -1.232611 -4.176191 5.028417 0.148 0.117 0.022 0.10
H -3.743643 -2.609226 2.993230 -0.006 -0.037 0.345 0.07
H -3.425328 -3.667199 4.383185 0.021 0.182 -0.085 0.10
H -3.064384 -1.922079 4.485654 -0.064 -0.146 -0.097 0.10
```
Positions in Å, forces in eV/Å.



(2)
Below is C37H36As2N2OPtS4 as an isolated structure, with properties calculated with ωB97M-V with the def2-TZVPD basis set.

Summary:
- frontier orbital gap (eV) = 7.3
- HOMO level (eV) = -6.78

The geometry in XYZ format:
```
83
Properties=species:S:1:pos:R:3:forces:R:3:lowdin_charge:R:1
Pt 0.298321 2.186305 -1.179408 0.107 0.021 -0.026 0.19
C 0.709404 1.208186 2.172698 0.002 0.016 0.008 -0.38
C -0.753961 0.872376 1.923229 0.002 0.002 0.007 -0.40
As -1.445490 1.907210 0.404604 -0.067 -0.139 0.027 1.13
C -2.136317 3.518474 1.225455 0.021 0.030 -0.019 -0.35
C -2.829377 3.506910 2.433247 -0.003 0.007 -0.002 -0.11
C -3.306233 4.690427 2.976257 0.003 -0.011 0.002 -0.08
C -3.091360 5.892801 2.316334 0.004 0.005 -0.007 -0.08
C -2.395866 5.909939 1.116943 -0.002 0.004 0.005 -0.07
C -1.914813 4.726813 0.572568 -0.002 0.005 0.005 -0.12
C -2.997871 0.875583 -0.112970 0.000 0.012 0.010 -0.35
C -3.141047 0.485516 -1.438875 0.012 -0.014 0.009 -0.12
C -4.202524 -0.329201 -1.807095 -0.015 0.001 0.005 -0.07
C -5.118859 -0.757675 -0.856123 -0.002 0.001 -0.010 -0.09
C -4.979004 -0.365474 0.467804 0.005 0.011 0.004 -0.09
C -3.919331 0.451361 0.838492 0.012 -0.007 0.011 -0.10
As 1.736778 1.329406 0.505630 -0.024 0.021 0.018 1.11
C 3.199259 2.479882 1.014304 -0.025 0.055 -0.024 -0.37
C 3.249339 3.768052 0.494296 0.018 -0.009 0.012 -0.11
C 4.264579 4.630322 0.886082 0.005 -0.004 0.009 -0.07
C 5.227123 4.205676 1.790332 -0.008 0.008 -0.005 -0.08
C 5.180416 2.916743 2.305616 0.000 -0.009 0.004 -0.08
C 4.167364 2.052906 1.918016 0.003 -0.031 -0.005 -0.10
C 2.624170 -0.368884 0.279253 -0.016 -0.021 0.008 -0.37
C 3.680750 -0.437484 -0.623678 0.006 -0.010 -0.016 -0.12
C 4.304461 -1.652653 -0.868528 -0.006 0.017 0.010 -0.08
C 3.877164 -2.798008 -0.211450 -0.005 -0.012 0.012 -0.08
C 2.829561 -2.728229 0.697292 -0.007 -0.015 -0.020 -0.08
C 2.202512 -1.515135 0.942642 -0.038 0.021 -0.027 -0.10
H 1.187523 0.499871 2.851513 -0.005 0.003 -0.007 0.07
H 0.811532 2.204195 2.610320 0.002 -0.004 0.012 0.08
H -1.356237 1.075758 2.809439 -0.003 0.025 -0.005 0.07
H -0.888604 -0.168139 1.634343 0.005 -0.006 0.003 0.05
H -3.000870 2.579627 2.965962 -0.005 -0.006 -0.006 0.08
H -3.843765 4.673629 3.915683 0.000 0.001 -0.001 0.10
H -3.463182 6.816296 2.741141 -0.001 0.000 -0.001 0.10
H -2.222253 6.845281 0.601065 -0.001 0.001 0.000 0.11
H -1.365010 4.745010 -0.361675 -0.001 -0.007 -0.004 0.04
H -2.422848 0.823283 -2.175549 0.004 -0.013 0.002 0.05
H -4.313064 -0.628341 -2.841644 0.001 -0.001 0.002 0.11
H -5.944465 -1.394800 -1.146668 0.001 -0.003 0.000 0.10
H -5.693970 -0.693172 1.211887 -0.002 0.002 0.002 0.10
H -3.818941 0.748851 1.875348 0.005 -0.010 0.007 0.09
H 2.507868 4.082695 -0.230369 -0.007 0.001 -0.006 0.07
H 4.307157 5.631090 0.476474 0.000 0.000 -0.002 0.11
H 6.020714 4.877916 2.090525 0.001 -0.001 -0.001 0.10
H 5.935977 2.582638 3.005044 0.000 0.003 0.000 0.10
H 4.141935 1.041106 2.307857 -0.003 0.004 0.002 0.11
H 4.009140 0.454254 -1.145902 0.000 -0.003 0.002 0.08
H 5.123168 -1.702450 -1.574963 0.000 0.000 0.000 0.11
H 4.364005 -3.746040 -0.403423 -0.003 0.002 0.000 0.10
H 2.492592 -3.618579 1.213167 -0.002 -0.007 -0.003 0.10
H 1.365739 -1.477260 1.629575 -0.010 -0.004 -0.008 0.10
S 2.109166 2.065474 -2.658756 0.000 0.041 -0.039 -0.10
S 1.621014 3.423561 -4.158389 -0.012 -0.009 -0.001 -0.11
S -0.283026 2.839993 -4.526352 0.018 0.005 -0.009 -0.12
S -1.143473 3.256568 -2.681756 0.019 -0.004 0.014 -0.09
C -0.548759 -4.708329 -2.974500 -0.006 -0.002 -0.003 -0.01
N 0.221786 -3.731179 -2.211983 0.008 -0.022 0.007 -0.08
N -0.550794 -2.996231 -1.304434 0.016 0.015 0.033 0.05
C -0.126969 -1.666684 -1.299919 0.011 0.069 -0.023 -0.40
O -0.483400 -0.849692 -0.461396 -0.044 -0.040 0.067 -0.04
C 0.809349 -1.558568 -2.393638 0.003 0.003 0.000 0.07
C 0.972862 -2.792440 -2.909044 0.006 0.011 -0.009 -0.26
C 1.804031 -3.217703 -4.067245 0.000 -0.002 -0.003 -0.01
C -1.087820 -3.632364 -0.161303 -0.002 -0.006 -0.004 -0.19
C -0.530368 -4.804935 0.335074 0.012 0.017 0.005 -0.03
C -1.074061 -5.393703 1.468034 0.000 0.000 0.004 -0.08
C -2.155320 -4.810617 2.112015 -0.001 -0.005 -0.005 -0.09
C -2.704841 -3.639119 1.607013 -0.001 0.006 -0.005 -0.07
C -2.185274 -3.049852 0.465930 0.000 -0.004 -0.012 0.00
H -1.048491 -5.383127 -2.283034 0.000 -0.001 -0.005 0.08
H 0.135529 -5.289287 -3.587843 0.002 0.003 -0.002 0.09
H -1.296656 -4.222460 -3.608772 0.000 -0.001 0.001 0.10
H 1.297459 -0.641792 -2.687247 0.005 -0.017 -0.012 0.07
H 2.425601 -2.385537 -4.388853 0.002 0.002 0.003 0.09
H 1.182525 -3.522703 -4.911364 0.000 0.003 -0.001 0.09
H 2.446860 -4.057036 -3.798047 0.000 -0.001 -0.002 0.09
H 0.328540 -5.238791 -0.160080 0.004 -0.001 0.004 0.11
H -0.641690 -6.308495 1.852676 0.000 0.000 -0.001 0.10
H -2.572610 -5.270685 2.997957 0.000 0.001 0.001 0.10
H -3.556149 -3.182328 2.095801 0.000 0.003 -0.001 0.10
H -2.618306 -2.146806 0.057340 0.004 0.004 0.006 0.10
```
Positions in Å, forces in eV/Å.



(3)
Below is one molecule with the formula C5H10N2O at a distorted geometry, with properties calculated with ωB97M-V with the def2-TZVPD basis set.

Summary:
- energy above the lowest of the compared OMol25 structures with the same formula, charge and spin (kcal per mole) = 94.8
- frontier orbital gap (eV) = 8.7
- structure (SMILES) = CN1O[C@]2(N)C[C@]12C
- HOMO level (eV) = -7.73

The geometry in XYZ format:
```
18
Properties=species:S:1:pos:R:3:forces:R:3:lowdin_charge:R:1
C -0.086018 0.386961 1.308453 0.023 0.458 -0.248 -0.01
C 2.092192 0.646176 -0.880534 -0.077 0.290 0.127 -0.07
C -0.259608 -1.924487 -0.053016 0.436 -0.123 0.309 -0.03
C -0.927958 0.818504 0.160546 1.479 -2.282 0.318 -0.47
C 0.090524 -0.479134 0.078578 -2.068 1.200 -0.214 -0.35
N -2.286111 1.059579 0.162362 -0.242 0.209 -0.113 0.15
N 0.707576 0.250111 -1.010148 -0.549 0.373 -0.186 -0.08
O -0.192942 1.433195 -0.858765 0.879 0.062 -0.163 -0.01
H -2.792233 0.655117 0.935594 0.019 0.127 -0.107 0.09
H -2.728542 0.930116 -0.738994 -0.003 -0.177 0.167 0.10
H -0.633391 -0.090895 2.109716 -0.040 -0.104 0.034 0.11
H 0.714819 1.034868 1.649451 0.076 0.021 0.128 0.10
H 2.688983 -0.256232 -1.008043 0.018 -0.017 -0.044 0.09
H 2.322705 1.347823 -1.680796 0.090 -0.047 -0.001 0.09
H 2.339755 1.110035 0.081498 -0.029 -0.008 -0.006 0.08
H 0.395512 -2.536881 0.568772 -0.039 -0.223 0.024 0.07
H -0.154219 -2.265616 -1.081898 -0.014 0.155 -0.060 0.08
H -1.291043 -2.119240 0.257225 0.041 0.087 0.035 0.08
```
Positions in Å, forces in eV/Å.